A 2-piece molecular cluster, C2H7N3O2 overall, computed with ωB97M-V with the def2-TZVPD basis set.

Geometry (Å):
C  0.361731  -0.761447  1.414224
C  -0.977704  -0.696643  -0.737201
N  0.301539  2.385626  0.454209
N  0.198897  -0.316937  -0.001676
N  1.175064  0.328140  -0.586006
O  0.887827  0.678961  -1.868629
O  -0.761522  1.899840  0.581245
H  1.399288  -0.298435  1.665902
H  -0.507255  -0.594724  2.100712
H  0.543004  -1.825692  1.459860
H  -0.868025  -1.353700  -1.539243
H  -1.551052  -1.326595  -0.053100
H  -1.457185  0.281886  -1.015858
H  1.255393  1.599720  -1.874439

Atoms 1-2, force components in eV/Å:
2.475 0.880 -0.721
-1.497 1.626 1.589

Summary:
- HOMO level (alpha / beta): -6.094 / -6.106 eV
- Relative energy (zero: lowest compared OMol25 entry of this formula, charge and spin): 194.5 kcal per mole
- E_LUMO (alpha / beta): 0.26 / 0.19 eV

=====

C24H23NO6 as an isolated structure, computed with ωB97M-V with the def2-TZVPD basis set.

Geometry (Å):
C  -0.158195  -2.146631  1.939615
C  0.010384  -0.791661  1.259880
C  -0.844665  0.351312  1.393016
C  -0.478538  1.302584  0.584267
C  0.651668  0.707879  -0.166713
N  0.789549  -0.482500  0.431192
C  1.870547  -1.342523  0.168083
H  1.604410  -2.228581  -0.241402
H  2.303769  -0.838973  -1.049046
C  3.129692  -1.230608  1.044964
C  4.078536  -2.063061  0.761491
H  3.588331  -3.161930  0.612550
O  4.731618  -2.223467  -0.636133
C  5.128787  -0.649185  -0.671367
C  5.981235  -0.465665  -1.867778
C  6.355294  0.814385  -1.815132
C  6.027956  1.700575  -1.051926
C  5.061974  1.536014  -0.005474
C  4.743100  0.400329  0.045239
O  3.690745  0.122423  1.226189
H  4.692447  2.360439  0.480502
H  6.223703  2.968072  -1.093774
H  7.106341  1.175073  -2.688843
H  6.262355  -1.211001  -2.192404
H  4.912613  -2.061556  1.277412
H  2.756459  -1.315553  2.044080
C  1.492243  1.411525  -0.996411
H  1.073712  2.726022  -1.236553
H  1.488820  0.997505  -1.813940
H  2.516847  1.719225  -0.526220
C  -1.125467  2.749373  0.395675
O  -0.626872  3.564553  -0.210002
C  -2.524369  2.836743  1.029147
H  -2.514480  2.778085  2.075417
O  -3.394052  1.595103  0.728704
C  -4.431635  2.042798  0.031968
O  -4.854599  2.923950  -0.535988
C  -5.145788  0.573336  -0.030457
C  -4.541764  -0.627169  -0.049589
C  -5.300899  -1.719135  -0.260649
C  -6.395422  -1.894396  -0.718215
C  -7.235720  -0.519408  -0.878086
C  -6.530490  0.536705  -0.800720
H  -6.945615  1.395664  -0.984640
H  -8.199230  -0.527657  -1.598151
O  -7.003669  -3.014125  -1.183733
H  -6.542596  -3.835142  -0.920845
H  -4.570284  -2.946785  -0.140767
H  -3.493362  -0.603723  0.226059
H  -3.142955  3.760415  0.628569
H  -1.841366  0.323723  2.004061
H  -0.247791  -2.867027  1.026660
H  -0.910065  -2.156634  2.376535
H  0.726751  -2.449718  2.573705

Atoms 1-2, force components in eV/Å:
13.128 -0.252 -9.364
-10.774 -1.257 10.294

Summary:
- HOMO level: -7.453 eV
- Relative energy (zero: lowest compared OMol25 entry of this formula, charge and spin): 574.5 kcal per mole
- E_LUMO: 0.38 eV

=====

C2H5OTl as an isolated structure, computed with ωB97M-V with the def2-TZVPD basis set.

Geometry (Å):
Tl  -0.802898  -3.815646  1.515094
C  -0.099728  0.648934  -0.887246
C  0.227492  0.333484  0.526524
O  0.088112  -1.063636  0.879114
H  -1.051268  0.320714  -1.305506
H  0.689122  0.163654  -1.461986
H  0.061942  1.707084  -1.092926
H  -0.354588  0.995654  1.167474
H  1.241812  0.709754  0.659454

Atoms 1-2, force components in eV/Å:
0.135 0.354 -0.086
0.735 -0.408 -1.476

Summary:
- HOMO level (alpha / beta): -15.072 / -14.538 eV
- 2S+1: 2
- E_LUMO (alpha / beta): -5.06 / -5.97 eV
- Charge: +1

=====

C56H62F36N13O25S12 as an isolated structure, computed with ωB97M-V with the def2-TZVPD basis set.

Geometry (Å):
C  -0.712699  -2.543700  -2.625900
C  0.450362  -1.642984  -2.383082
N  1.761192  -2.251408  -1.917499
C  2.393236  -3.075823  -3.026632
C  2.666735  -1.098646  -1.590287
C  2.188445  -0.208577  -0.469953
C  1.515440  -3.027256  -0.707044
C  2.644971  -3.412386  0.227705
O  3.664899  -4.132075  -0.451263
C  4.809756  -4.328615  0.364233
H  -0.527117  -3.270797  -3.408125
H  -1.628254  -1.927623  -2.891096
H  -1.052382  -3.124142  -1.758003
H  0.233761  -0.990828  -1.562010
H  0.645702  -1.055415  -3.290174
H  2.326020  -2.490354  -3.948411
H  1.688886  -3.868266  -3.185426
H  3.380749  -3.460353  -2.777312
H  2.783699  -0.617810  -2.561534
H  3.664509  -1.487017  -1.472523
H  3.065351  0.414069  -0.289296
H  1.980008  -0.793796  0.436370
H  1.243412  0.398726  -0.664391
H  0.988833  -3.909229  -1.047032
H  0.870935  -2.564656  0.026400
H  2.124883  -4.109902  0.904821
H  3.006754  -2.603864  0.912631
H  5.522384  -5.017400  -0.072416
H  4.444755  -4.907103  1.254254
H  5.331589  -3.411656  0.627218
C  -0.552541  0.894894  1.852618
N  -1.771724  0.918694  2.779458
C  -1.988942  -0.055034  3.662158
C  -3.108358  -0.038560  4.427181
C  -4.028215  0.979138  4.239689
C  -3.785078  2.048433  3.405305
C  -2.660517  1.944164  2.613984
C  -5.233319  0.898182  5.098358
C  -5.861743  -0.388676  5.403308
C  -6.979510  -0.362136  6.234424
N  -7.440765  0.767183  6.727506
C  -6.928042  1.977052  6.469060
C  -5.762587  2.087096  5.729845
C  -8.657277  0.764812  7.592287
H  -0.773139  1.220450  0.834627
H  -0.190966  -0.105284  1.875620
H  0.263215  1.595077  2.153137
H  -1.307583  -0.888743  3.601194
H  -3.237238  -0.836918  5.180189
H  -4.497736  2.827689  3.260457
H  -2.422641  2.679582  1.827559
H  -5.495523  -1.332630  5.001620
H  -7.471425  -1.266301  6.533779
H  -7.336628  2.782595  7.051532
H  -5.206648  3.038689  5.758851
H  -8.455241  1.192050  8.562079
H  -8.971823  -0.286234  7.673866
H  -9.431620  1.317610  7.066894
C  -9.171378  1.589050  -1.614842
N  -8.235263  0.450139  -1.930421
C  -7.490554  -0.133979  -0.928735
C  -6.645378  -1.195191  -1.262351
C  -6.706723  -1.762866  -2.543858
C  -7.547822  -1.123376  -3.501814
C  -8.265675  -0.014867  -3.180547
C  -5.787339  -2.839528  -2.887044
C  -5.225262  -3.712301  -1.921880
C  -4.232900  -4.507698  -2.335445
N  -3.743145  -4.481588  -3.600741
C  -4.150747  -3.582557  -4.518831
C  -5.187458  -2.759034  -4.129882
C  -2.672907  -5.462447  -3.976232
H  -8.621766  2.530710  -1.593631
H  -9.653375  1.416689  -0.658313
H  -9.861921  1.675928  -2.461271
H  -7.492421  0.352480  0.050529
H  -6.045951  -1.650057  -0.455966
H  -7.680777  -1.442957  -4.535834
H  -8.961162  0.440804  -3.872250
H  -5.596236  -3.823278  -0.879084
H  -3.721030  -5.240160  -1.753218
H  -3.623680  -3.583387  -5.453940
H  -5.492828  -2.023252  -4.829929
H  -2.678975  -6.364175  -3.312970
H  -1.711655  -4.980840  -3.951034
H  -2.904239  -5.764366  -4.995167
C  4.307697  10.099341  2.767425
N  4.598207  8.760724  2.109044
C  5.706165  8.645166  1.367835
C  6.064309  7.411397  0.853714
C  5.257371  6.341827  1.165901
C  4.154070  6.467456  1.963696
C  3.860538  7.715616  2.442634
C  5.740680  5.120843  0.543459
C  7.108339  4.888358  0.543166
C  7.603164  3.802462  -0.100081
N  6.733358  2.978763  -0.752548
C  5.431363  3.265714  -0.863208
C  4.889660  4.322975  -0.196120
C  7.264865  1.705004  -1.426829
H  4.421946  10.037748  3.857130
H  3.280892  10.387643  2.558988
H  5.081482  10.815337  2.511938
H  6.309095  9.530183  1.203445
H  6.939492  7.293913  0.270579
H  3.636578  5.608905  2.398110
H  3.020444  7.910675  3.083975
H  7.739493  5.534694  1.153385
H  8.612362  3.452578  -0.026805
H  4.835648  2.564273  -1.410481
H  3.804050  4.411157  -0.251381
H  8.321173  1.640451  -1.150923
H  7.148117  1.818941  -2.502911
H  6.734834  0.864316  -0.992882
C  3.408500  2.232311  2.567093
F  2.829548  1.323688  3.264562
F  3.667590  1.870394  1.284299
F  2.611582  3.320342  2.446659
S  5.120242  2.801096  3.387097
O  5.005435  4.250189  3.426313
O  5.193884  2.096511  4.637103
N  6.112724  2.438259  2.241022
S  7.270314  1.363122  2.621328
O  8.260980  1.607898  1.617145
O  7.724399  1.355214  3.954750
C  6.504897  -0.231033  2.175378
F  7.203982  -1.159007  2.768267
F  5.215735  -0.366458  2.605905
F  6.496807  -0.506095  0.787629
C  2.301740  3.093343  -3.601828
F  1.623876  2.089838  -4.016029
F  1.583707  4.191947  -3.839365
F  2.394362  2.988029  -2.119807
S  4.071901  3.384644  -4.177902
O  3.929658  3.709129  -5.594649
O  4.619443  4.429993  -3.346429
N  4.691706  2.066797  -3.792879
S  4.606102  0.705068  -4.778142
O  3.513414  -0.154785  -4.422343
O  4.781084  0.972873  -6.166022
C  6.100507  -0.312434  -4.250672
F  5.948974  -0.839414  -2.950607
F  5.900026  -1.240493  -5.104249
F  7.259899  0.242666  -4.288657
C  -0.029730  -6.724364  -1.204390
F  -0.082292  -5.804653  -2.260379
F  0.470106  -7.855177  -1.688952
F  0.826928  -6.185882  -0.385440
S  -1.738082  -7.176566  -0.507973
O  -2.464199  -7.554266  -1.677516
O  -1.412360  -8.113307  0.531325
N  -2.285993  -5.802466  -0.056034
S  -2.280587  -5.440068  1.517396
O  -3.598694  -5.639909  2.102309
O  -1.111931  -5.760774  2.302771
C  -2.270505  -3.568777  1.319828
F  -1.332104  -3.046506  0.549672
F  -3.427266  -3.127209  0.852308
F  -2.161130  -3.252562  2.634021
C  -3.689699  0.739636  -0.592546
F  -3.194598  0.314544  0.530282
F  -3.863982  -0.215113  -1.487922
F  -4.815485  1.285829  -0.169625
S  -2.533748  1.911458  -1.468757
O  -1.512264  0.966502  -1.901437
O  -3.445252  2.519881  -2.408476
N  -1.997245  2.780311  -0.253852
S  -2.131247  4.307446  -0.079556
O  -1.976603  5.124235  -1.261056
O  -3.210014  4.636204  0.808348
C  -0.570375  4.477298  0.880355
F  -0.780085  4.109788  2.171167
F  0.387640  3.634821  0.450464
F  -0.208782  5.710928  0.825630
C  -3.526594  -0.531556  -7.120363
F  -4.338012  -1.632168  -7.026193
F  -3.098629  -0.566432  -8.379585
F  -4.402828  0.465456  -7.001511
S  -2.334524  -0.498853  -5.701843
O  -1.522016  0.653383  -5.983796
O  -3.180424  -0.517065  -4.527795
N  -1.709863  -1.928807  -5.705712
S  -0.345159  -2.108640  -6.626297
O  -0.437875  -1.637609  -8.016560
O  0.823849  -1.764079  -5.843443
C  -0.379681  -3.970700  -6.804144
F  0.383805  -4.471920  -5.828346
F  -1.585914  -4.531432  -6.781371
F  0.189686  -4.218821  -7.931632
C  2.743309  -2.570223  4.569223
F  2.850886  -1.237203  4.649974
F  3.709297  -2.980081  3.747702
F  3.069040  -3.013299  5.832177
S  1.106147  -2.971262  3.920799
O  1.084654  -2.323236  2.613937
O  0.920204  -4.387816  4.026880
N  0.146135  -2.020046  4.644932
S  -0.445196  -2.453931  6.146186
O  -1.891976  -2.195459  6.098949
O  0.034232  -3.660970  6.779134
C  0.167859  -1.092854  7.160758
F  1.466187  -0.784960  7.105009
F  -0.537626  0.038709  6.788678
F  -0.152434  -1.321384  8.430954

Atoms 1-2, force components in eV/Å:
-1.698 -0.535 0.220
0.281 0.448 -0.177

Summary:
- HOMO level: -10.851 eV
- Relative energy (zero: lowest compared OMol25 entry of this formula, charge and spin): 0.0 kcal per mole
- E_LUMO: -4.95 eV
- Charge: +1